# 1
Entry from the Open Molecules 2025 dataset: a 7-piece molecular cluster, C26H33F6INO24P2S overall (ωB97M-V/def2-TZVPD).

Element x y z (Å)
C: -4.33 1.45 4.17
O: -3.04 1.02 3.83
C: -2.29 2.00 3.14
C: -2.71 2.22 1.68
C: -1.87 1.51 0.60
C: -2.36 0.16 0.06
P: -1.10 -0.36 -1.27
S: -0.19 -2.07 -1.06
C: -2.24 -0.98 1.13
O: -1.45 -0.72 2.05
O: -2.93 -2.00 0.89
N: -3.69 0.17 -0.63
C: -4.83 -0.10 0.25
C: -5.45 -1.47 0.03
O: -5.59 -2.31 0.83
I: -6.22 -1.79 -1.98
P: -4.13 1.52 -1.64
O: -2.76 1.82 -2.47
O: -4.19 2.87 -0.68
H: -4.34 2.43 4.64
H: -4.74 0.71 4.86
H: -5.00 1.45 3.30
H: -2.47 2.95 3.67
H: -1.23 1.75 3.20
H: -2.61 3.29 1.49
H: -3.78 2.02 1.60
H: -1.68 2.22 -0.21
H: -0.89 1.30 1.03
H: -0.14 0.67 -1.33
H: -1.74 -0.34 -2.52
H: -5.64 0.60 0.00
H: -4.64 0.02 1.32
H: -2.11 2.30 -1.94
H: -5.13 3.03 -0.49
C: 0.17 5.14 6.37
C: 0.11 5.81 5.01
O: -1.08 5.25 4.46
C: -1.90 4.93 5.49
O: -3.06 4.70 5.38
O: -1.22 4.94 6.66
F: 1.16 5.50 4.23
H: 0.67 4.17 6.30
H: 0.64 5.75 7.13
H: 0.01 6.89 5.05
C: -5.34 -6.72 -1.12
C: -6.24 -5.90 -2.01
O: -6.63 -6.85 -2.99
C: -6.59 -8.08 -2.42
O: -7.09 -9.06 -2.87
O: -5.90 -8.04 -1.25
F: -5.58 -4.89 -2.59
H: -4.31 -6.73 -1.49
H: -5.34 -6.40 -0.08
H: -7.13 -5.51 -1.51
C: 4.81 7.19 2.37
C: 5.95 6.65 3.20
O: 5.43 6.76 4.52
C: 4.08 6.66 4.44
O: 3.36 6.47 5.36
O: 3.67 6.82 3.16
F: 7.06 7.41 3.09
H: 4.86 8.27 2.28
H: 4.75 6.74 1.38
H: 6.20 5.61 3.00
C: 2.97 0.51 2.68
C: 2.67 0.39 1.20
O: 2.91 1.73 0.75
C: 3.82 2.28 1.57
O: 4.44 3.27 1.35
O: 3.96 1.55 2.70
F: 1.40 0.05 0.97
H: 2.09 0.83 3.23
H: 3.36 -0.41 3.11
H: 3.32 -0.29 0.65
C: 2.82 -2.24 -4.78
C: 2.95 -3.63 -4.20
O: 3.43 -3.37 -2.90
C: 2.99 -2.13 -2.54
O: 3.00 -1.71 -1.43
O: 2.53 -1.46 -3.62
F: 3.85 -4.38 -4.88
H: 3.76 -1.91 -5.23
H: 2.02 -2.15 -5.52
H: 2.00 -4.18 -4.13
C: 6.62 -6.60 -6.86
C: 6.75 -6.75 -8.36
O: 5.46 -6.37 -8.81
C: 4.94 -5.50 -7.89
O: 4.01 -4.81 -8.08
O: 5.67 -5.54 -6.74
F: 7.00 -8.03 -8.73
H: 6.22 -7.51 -6.40
H: 7.55 -6.33 -6.37
H: 7.50 -6.10 -8.81

Computed properties:
**Net charge**: -1
**E_LUMO**: 1.714 eV
**Total energy**: -4849.0258 Eh
**E_HOMO**: -5.1 eV
**Spin multiplicity**: 1

=====

# 2
Entry from the Open Molecules 2025 dataset: a 2-piece molecular cluster, C5H12N overall (ωB97M-V/def2-TZVPD).

Element x y z (Å)
C: -2.94 -1.22 0.33
C: -2.65 0.08 0.18
C: 2.22 -0.93 0.13
C: 0.53 1.80 -0.35
C: 0.68 -0.66 0.29
N: 0.17 0.37 -0.44
H: -3.93 -1.69 0.39
H: -2.27 -2.06 0.25
H: -2.77 1.01 0.49
H: 2.69 0.04 0.50
H: 2.38 -1.79 0.82
H: 2.59 -1.10 -0.91
H: 1.56 1.99 -0.98
H: -0.13 2.40 -0.86
H: 0.54 2.19 0.59
H: 0.52 -0.34 1.39
H: 0.19 -1.54 0.04
H: 0.02 0.21 -1.47

Computed properties:
**Net charge**: +1
**Energy relative to the best compared isomer or geometry (same formula, charge and spin)**: 145.9 kcal per mole
**E_LUMO (alpha / beta)**: -6.981 / -5.320 eV
**Total energy**: -251.9986 Eh
**E_HOMO (alpha / beta)**: -13.0 / -14.4 eV
**Spin multiplicity**: 1

=====

# 3
Entry from the Open Molecules 2025 dataset: C17H35BNO4P2Ru as an isolated structure (ωB97M-V/def2-TZVPD).

Element x y z (Å)
Ru: 0.10 -0.09 -0.52
P: -2.08 -0.06 -1.07
C: -1.95 0.25 -2.84
C: -0.75 0.92 -3.26
N: 0.34 0.86 -2.42
C: 1.57 1.16 -2.84
C: 1.74 1.83 -4.06
C: 0.65 2.05 -4.88
C: -0.59 1.59 -4.50
C: 2.73 0.74 -1.97
P: 2.23 -0.65 -0.88
H: -1.48 1.71 -5.11
H: 2.75 2.11 -4.31
H: 0.78 2.56 -5.83
H: 3.59 0.45 -2.58
H: 3.06 1.57 -1.32
H: -1.90 -1.31 -3.74
H: -2.86 0.50 -3.40
H: -0.91 -2.84 -2.76
O: -1.60 -2.26 -3.97
H: -2.14 -2.61 -4.70
H: -0.12 -1.66 -0.08
O: -0.40 -2.96 -1.87
H: -0.24 -3.90 -1.76
C: 2.54 -2.12 -1.89
H: 3.51 -2.05 -2.40
H: 2.51 -2.98 -1.22
H: 1.72 -2.23 -2.61
C: 3.45 -0.72 0.44
H: 3.33 -1.69 0.94
H: 4.48 -0.64 0.05
H: 3.25 0.06 1.18
C: -3.06 1.23 -0.26
H: -4.04 1.34 -0.74
H: -3.17 0.96 0.80
H: -2.51 2.18 -0.30
C: -3.02 -1.58 -0.84
H: -3.22 -1.67 0.24
H: -3.96 -1.53 -1.40
H: -2.39 -2.42 -1.17
C: -1.93 0.80 4.14
C: -0.65 1.19 3.42
C: -0.28 2.61 3.84
O: -0.92 1.20 2.00
B: 0.16 0.59 1.37
O: 1.20 0.30 2.28
C: 0.56 0.18 3.56
C: 1.59 0.50 4.62
C: 0.11 -1.27 3.74
H: -1.76 0.76 5.23
H: -2.31 -0.18 3.82
H: -2.71 1.56 3.94
H: -1.08 3.30 3.53
H: -0.17 2.67 4.93
H: 0.65 2.94 3.37
H: 1.14 0.37 5.62
H: 2.44 -0.18 4.54
H: 1.97 1.52 4.53
H: -0.62 -1.59 2.99
H: 0.99 -1.94 3.65
H: -0.33 -1.41 4.74

Computed properties:
**Net charge**: +3
**E_LUMO (alpha / beta)**: -10.386 / -14.116 eV
**Expectation value of S²**: 6.06
**Total energy**: -1825.8725 Eh
**E_HOMO (alpha / beta)**: -17.8 / -19.1 eV
**Spin multiplicity**: 5

=====

# 4
Entry from the Open Molecules 2025 dataset: a 12-piece molecular cluster, BH26O11 overall (ωB97M-V/def2-TZVPD).

Element x y z (Å)
B: 0.26 -0.08 0.49
H: 1.44 0.11 0.59
H: -0.10 -1.14 0.86
H: -0.27 0.68 1.23
H: -0.06 0.16 -0.62
O: 1.43 2.60 -0.19
H: 1.22 2.58 -1.14
H: 1.28 1.67 0.10
O: 2.88 -2.14 0.42
H: 3.70 -1.68 0.66
H: 2.30 -1.43 0.07
O: -1.47 1.11 3.35
H: -1.04 1.97 3.44
H: -1.19 0.80 2.46
O: 2.07 0.43 3.08
H: 1.52 0.27 2.27
H: 2.84 0.90 2.75
O: -2.41 -1.68 1.08
H: -1.53 -1.28 0.85
H: -2.86 -1.00 1.59
O: 0.48 -3.44 2.07
H: 0.76 -2.76 1.44
H: 0.54 -3.01 2.93
O: -2.91 -0.90 -1.65
H: -3.01 -1.31 -0.77
H: -2.70 0.04 -1.44
O: -2.17 1.55 -0.25
H: -1.19 1.51 -0.24
H: -2.39 2.28 0.34
O: -0.99 -0.28 -3.53
H: -0.27 -0.77 -3.09
H: -1.81 -0.47 -2.96
O: 0.37 2.03 -3.00
H: -0.02 2.63 -3.65
H: -0.04 1.12 -3.22
O: 1.77 -0.65 -2.37
H: 1.91 0.29 -2.55
H: 1.69 -0.70 -1.40

Computed properties:
**Net charge**: -1
**Energy relative to the best compared isomer or geometry (same formula, charge and spin)**: 3.2 kcal per mole
**E_LUMO**: 2.807 eV
**Total energy**: -868.1258 Eh
**E_HOMO**: -7.5 eV
**Spin multiplicity**: 1

=====

# 5
Entry from the Open Molecules 2025 dataset: a 3-piece molecular cluster, C15H35BrF4N4O4P overall (ωB97M-V/def2-TZVPD).

Element x y z (Å)
N: 4.05 1.36 -1.60
P: 3.39 -0.01 -2.07
O: 3.33 -0.05 -3.75
O: 4.40 -1.25 -1.51
C: 1.67 -0.16 -1.26
N: 0.85 1.09 -1.41
C: -0.29 0.96 -2.38
C: -1.38 -0.12 -1.96
C: -2.61 0.45 -1.14
F: -3.00 -0.44 -0.11
F: -3.71 0.55 -1.99
C: -2.38 1.85 -0.44
F: -2.58 2.94 -1.31
F: -3.40 1.98 0.54
C: -0.66 -1.39 -1.26
C: 0.90 -1.49 -1.69
Br: 1.64 -3.00 -0.60
H: 3.42 1.88 -0.98
H: 3.34 0.87 -4.10
H: 5.17 -0.81 -1.09
H: 1.90 -0.28 -0.14
H: 0.54 1.35 -0.45
H: 1.41 1.91 -1.74
H: 0.18 0.58 -3.35
H: -0.73 1.98 -2.65
H: -1.81 -0.52 -2.94
H: -1.41 1.94 0.15
H: -1.15 -2.31 -1.71
H: -0.71 -1.39 -0.14
H: 0.97 -1.73 -2.80
C: 3.02 4.04 2.82
C: 3.10 4.52 1.37
C: 2.62 5.98 1.18
O: 1.21 6.14 1.20
C: 0.64 6.21 2.50
N: 2.34 3.59 0.52
H: 2.00 3.81 3.13
H: 3.61 3.13 2.95
H: 3.42 4.79 3.51
H: 4.15 4.48 1.08
H: 2.94 6.30 0.18
H: 3.10 6.65 1.89
H: 1.30 6.71 3.21
H: 0.39 5.21 2.86
H: -0.29 6.77 2.43
H: 2.48 3.86 -0.45
H: 1.35 3.77 0.68
C: -4.43 -5.88 0.66
C: -3.05 -6.50 0.47
C: -2.01 -6.02 1.50
O: -1.50 -4.71 1.25
C: -2.34 -3.66 1.72
N: -2.61 -6.26 -0.91
H: -4.48 -4.85 0.30
H: -5.18 -6.44 0.10
H: -4.73 -5.89 1.71
H: -3.17 -7.58 0.60
H: -1.15 -6.69 1.43
H: -2.39 -6.10 2.52
H: -2.86 -3.93 2.64
H: -3.05 -3.38 0.94
H: -1.71 -2.79 1.92
H: -1.73 -6.75 -1.06
H: -2.34 -5.27 -0.97

Computed properties:
**Net charge**: +1
**Energy relative to the best compared isomer or geometry (same formula, charge and spin)**: 38.0 kcal per mole
**E_LUMO**: -3.580 eV
**Total energy**: -4427.0477 Eh
**E_HOMO**: -11.1 eV
**Spin multiplicity**: 1

=====

# 6
Entry from the Open Molecules 2025 dataset: C48H40GaN3O5P2Se as an isolated structure (ωB97M-V/def2-TZVPD).

Element x y z (Å)
Ga: 2.41 -21.12 2.25
O: -0.61 -19.73 5.23
C: 0.26 -20.19 4.31
O: 0.66 -19.55 3.33
C: 0.61 -21.60 4.52
C: 0.15 -22.32 5.63
C: 0.69 -23.60 5.89
C: 1.69 -24.04 5.05
C: 2.05 -23.30 3.96
N: 1.60 -22.03 3.70
C: 3.20 -23.76 3.07
O: 3.92 -24.65 3.45
O: 3.37 -22.94 2.03
H: -0.92 -18.85 4.91
H: -0.53 -21.87 6.35
H: 0.45 -24.22 6.78
H: 2.26 -24.95 5.23
O: 3.67 -20.45 -0.19
C: 3.57 -21.70 -0.82
C: 4.66 -22.42 -1.35
C: 4.48 -23.50 -2.22
C: 3.20 -24.02 -2.31
C: 2.12 -23.44 -1.67
C: 2.27 -22.26 -0.92
P: 0.96 -21.60 0.14
C: -0.35 -22.86 0.07
C: -1.66 -22.46 -0.36
C: -2.73 -23.30 -0.20
C: -2.58 -24.60 0.23
C: -1.30 -25.06 0.58
C: -0.16 -24.19 0.55
C: 0.45 -20.13 -0.79
C: 0.15 -20.26 -2.12
C: -0.39 -19.19 -2.79
C: -0.70 -17.98 -2.13
C: -0.33 -17.87 -0.78
C: 0.30 -18.93 -0.08
C: 4.99 -20.00 0.09
C: 5.72 -19.62 -1.03
C: 7.02 -19.13 -0.83
C: 7.65 -19.23 0.40
C: 6.84 -19.62 1.53
C: 5.46 -19.91 1.37
P: 4.45 -19.97 2.88
C: 5.30 -21.11 3.96
C: 6.11 -22.17 3.53
C: 7.01 -22.77 4.40
C: 6.90 -22.48 5.80
C: 5.98 -21.60 6.26
C: 5.11 -20.95 5.33
C: 4.34 -18.21 3.38
C: 5.06 -17.18 2.70
C: 4.92 -15.87 3.19
C: 4.12 -15.63 4.25
C: 3.37 -16.66 4.84
C: 3.45 -17.97 4.37
H: 5.68 -22.16 -1.08
H: 5.30 -23.91 -2.82
H: 3.00 -24.98 -2.70
H: 1.16 -23.96 -1.79
H: -1.80 -21.39 -0.65
H: -3.73 -22.96 -0.54
H: -3.42 -25.29 0.25
H: -1.19 -26.03 1.07
H: 0.76 -24.60 0.88
H: 0.18 -21.27 -2.60
H: -0.69 -19.31 -3.82
H: -1.29 -17.23 -2.65
H: -0.57 -16.96 -0.22
H: 0.47 -18.81 0.98
H: 5.36 -19.69 -2.08
H: 7.53 -18.76 -1.68
H: 8.70 -19.09 0.53
H: 7.28 -19.66 2.54
H: 6.05 -22.49 2.51
H: 7.72 -23.51 4.03
H: 7.66 -22.91 6.48
H: 5.86 -21.47 7.41
H: 4.31 -20.26 5.72
H: 5.70 -17.32 1.84
H: 5.49 -15.07 2.76
H: 3.94 -14.58 4.65
H: 2.62 -16.56 5.66
H: 2.79 -18.74 4.78
C: 2.00 -15.52 0.31
N: 1.25 -14.43 0.98
C: 1.15 -13.13 0.50
C: 0.20 -12.56 1.26
N: -0.39 -13.49 2.11
C: -1.39 -13.24 3.13
C: 0.26 -14.67 1.90
Se: -0.05 -16.24 2.89
H: 1.71 -15.57 -0.72
H: 1.68 -16.39 0.90
H: 3.09 -15.36 0.35
H: 1.79 -12.83 -0.30
H: -0.17 -11.55 1.39
H: -1.96 -14.18 3.22
H: -2.00 -12.45 2.71
H: -1.02 -13.01 4.16

Computed properties:
**Net charge**: +2
**E_LUMO**: -6.338 eV
**Total energy**: -7402.0639 Eh
**E_HOMO**: -11.4 eV
**Spin multiplicity**: 1

=====

# 7
Entry from the Open Molecules 2025 dataset: one molecule with the formula C9H14Si2 (ωB97M-V/def2-TZVPD).

Element x y z (Å)
C: 3.07 1.18 -0.11
C: 3.34 -0.05 0.22
C: 1.85 1.83 -0.34
C: 2.36 -1.12 0.27
C: 0.64 1.38 -0.45
C: 1.18 -1.17 -0.23
C: -1.90 -0.30 -0.99
C: -2.04 1.97 0.88
C: -1.41 -2.54 0.83
Si: -1.20 1.49 -0.76
Si: -0.58 -1.57 -0.65
H: 3.87 1.94 -0.11
H: 4.36 -0.16 0.54
H: 2.05 2.91 -0.71
H: 2.67 -2.01 0.84
H: -2.74 -0.58 -0.28
H: -2.41 -0.42 -1.96
H: -1.89 1.01 1.45
H: -1.49 2.71 1.46
H: -3.07 2.23 0.76
H: -2.24 -3.02 0.37
H: -0.87 -3.40 1.11
H: -1.75 -1.89 1.60
H: -1.33 2.15 -2.03
H: -0.45 -2.54 -1.72

Computed properties:
**Net charge**: 0
**Energy relative to the best compared isomer or geometry (same formula, charge and spin)**: 1.7 kcal per mole
**E_LUMO (alpha / beta)**: 0.035 / 0.220 eV
**Total energy**: -930.1339 Eh
**E_HOMO (alpha / beta)**: -7.8 / -7.8 eV
**Spin multiplicity**: 1

=====

# 8
Entry from the Open Molecules 2025 dataset: a 4-piece molecular cluster, C8H16Cl6N2O2 overall (ωB97M-V/def2-TZVPD).

Element x y z (Å)
C: -1.76 -0.63 6.20
Cl: -0.82 -1.23 4.83
Cl: -3.14 0.31 5.58
Cl: -0.78 0.41 7.29
H: -2.13 -1.47 6.78
C: -0.64 -1.08 0.99
Cl: -0.26 0.45 0.09
Cl: 0.22 -2.50 0.35
Cl: -2.41 -1.36 0.99
H: -0.24 -0.96 2.00
C: -2.38 -0.08 -3.52
O: -2.01 -0.87 -2.63
N: -2.81 1.16 -3.17
C: -3.42 2.01 -4.16
C: -2.96 1.62 -1.75
H: -2.12 -0.20 -4.58
H: -4.49 1.85 -4.19
H: -3.05 1.74 -5.16
H: -3.15 3.06 -4.07
H: -2.82 0.79 -1.07
H: -2.22 2.38 -1.53
H: -3.94 2.07 -1.55
C: 5.20 -0.93 1.08
O: 5.95 -1.91 0.74
N: 4.13 -0.56 0.33
C: 3.86 -1.16 -1.01
C: 3.03 0.21 0.78
H: 5.36 -0.27 1.94
H: 4.73 -1.59 -1.50
H: 3.55 -0.46 -1.78
H: 3.33 -2.10 -0.89
H: 3.33 0.91 1.56
H: 2.67 0.79 -0.07
H: 2.19 -0.40 1.12

Computed properties:
**Net charge**: +1
**E_LUMO (alpha / beta)**: -4.142 / -8.695 eV
**Expectation value of S²**: 0.79
**Total energy**: -3335.1872 Eh
**E_HOMO (alpha / beta)**: -11.2 / -11.2 eV
**Spin multiplicity**: 2

=====

# 9
Entry from the Open Molecules 2025 dataset: a 12-piece molecular cluster, C4H33NO13 overall (ωB97M-V/def2-TZVPD).

Element x y z (Å)
N: -0.37 -0.19 -0.33
C: -1.45 -0.39 -1.39
C: -0.63 -0.12 -2.74
O: 0.19 -1.09 -3.21
C: -1.92 -1.77 -1.40
C: -3.05 -2.23 -0.38
O: -2.45 -2.54 0.84
H: -0.03 0.69 -0.33
H: 0.30 -1.03 -0.38
H: -2.16 0.54 -1.30
H: 0.05 0.78 -2.68
H: -1.45 0.04 -3.53
H: 1.09 -0.93 -2.93
H: -1.13 -2.60 -1.25
H: -2.34 -2.06 -2.36
H: -3.56 -3.01 -0.91
H: -3.74 -1.44 -0.05
H: -1.85 -3.31 0.61
O: 1.65 -2.89 -0.96
H: 1.27 -3.07 -1.81
H: 2.48 -3.39 -0.89
O: -2.63 1.35 1.59
H: -3.51 1.55 2.04
H: -2.22 0.55 1.86
O: -1.24 -0.71 2.45
H: -1.19 -1.57 2.93
H: -0.89 -0.96 1.55
O: 0.28 2.88 -0.10
H: 0.67 2.40 0.68
H: -0.61 3.35 0.13
O: 0.45 1.20 2.37
H: -0.21 0.51 2.27
H: 0.52 1.47 3.32
O: 2.84 3.38 0.95
H: 2.67 3.31 0.02
H: 2.09 3.33 1.50
O: 1.52 2.65 -2.47
H: 1.27 2.70 -1.56
H: 1.57 3.44 -2.92
O: 0.40 -2.69 1.50
H: 0.66 -3.02 0.65
H: 1.23 -2.17 1.67
O: -1.04 3.24 2.15
H: -1.73 2.51 1.81
H: -0.40 2.63 2.67
O: 3.48 -0.38 -1.53
H: 3.16 -0.43 -0.64
H: 3.19 0.36 -2.05
O: 2.81 -0.41 1.14
H: 2.27 -0.08 1.86
H: 3.71 -0.37 1.56

Computed properties:
**Net charge**: 0
**Energy relative to the best compared isomer or geometry (same formula, charge and spin)**: 75.7 kcal per mole
**SMILES string**: N[C@@H](CO)CCO.O.O.O.O.O.O.O.O.O.O.O
**E_LUMO**: 0.054 eV
**Total energy**: -1204.9765 Eh
**E_HOMO**: -8.7 eV
**Spin multiplicity**: 1